The ion C4H8N3 with charge +1 in a non-equilibrium geometry. Source: the OMol25 dataset; level of theory: ωB97M-V with the def2-TZVPD basis set.

ORCA input file:
```
! wB97M-V def2-TZVPD RIJCOSX def2/J DEFGRID3
* xyz 1 1
N -2.89869 -0.08451 -0.49378
C -1.85584 0.11341 0.01578
N -0.63226 0.20943 0.22804
C 0.39301 1.25637 0.15553
C 1.67048 0.36474 -0.33232
N 1.23619 -1.01022 -0.40052
C 0.06483 -1.09533 0.43505
H -3.74383 0.10271 0.10106
H 0.29705 1.61532 1.16750
H 0.22328 2.02669 -0.50229
H 1.94441 0.68347 -1.34406
H 2.51766 0.43038 0.41602
H 0.90904 -1.38937 -1.24198
H 0.35121 -1.13464 1.49075
H -0.47655 -2.08844 0.30521
*
```

As for the HOMO-LUMO gap: 10.391 eV. Its SMILES is [NH+]#CN1CCNC1. The value obtained for the HOMO energy is -14.30 eV. The lowest unoccupied orbital energy is -3.908 eV.